[1]
DFT (ωB97M-V with the def2-TZVPD basis set) results for 2 unconnected molecules or ions with the total composition C18H20BF2N2 in a non-equilibrium geometry.

ORCA input file:
```
! RIJCOSX wB97M-V def2-TZVPD def2/J DEFGRID3
* xyz 1 1
C 0.66 -1.86 -1.64
N -0.83 1.75 3.98
C -3.34 -0.50 -2.55
C 4.38 -1.86 -2.32
N -1.58 1.25 2.02
C -0.04 1.85 5.20
H -3.89 -2.55 -2.21
C 2.29 0.00 -2.25
H -0.57 2.54 5.88
H 0.55 -0.37 1.27
H -0.78 0.92 0.10
H 1.68 0.77 2.51
H -3.37 2.45 2.05
C -0.64 -1.38 -2.06
H 0.65 -2.82 -1.09
F 3.86 1.68 -2.84
H 0.96 2.25 5.01
H -1.56 -3.33 -1.80
C 3.61 0.37 -2.53
C -1.76 -2.27 -2.00
H 0.06 0.89 5.71
H -4.35 -0.13 -2.73
C 3.07 -2.29 -2.08
H 2.85 -3.36 -1.98
H 5.19 -2.60 -2.37
C -0.55 1.02 2.88
C 1.97 -1.37 -1.99
C -3.06 -1.83 -2.23
H 5.69 -0.17 -2.78
B 0.66 0.08 2.47
H -0.13 0.64 -2.79
F -2.51 1.70 -2.76
C -2.48 2.12 2.57
H -2.55 1.01 0.18
H 0.62 -0.90 3.23
C -2.02 2.44 3.81
C -1.65 0.66 0.71
C 4.67 -0.52 -2.57
H -1.69 -0.44 0.76
C -0.93 -0.06 -2.52
H -2.42 3.09 4.57
H 1.53 0.77 -2.20
C -2.24 0.36 -2.61
*
```

Results
Calculated total energy ... -1031.66587 hartree
HOMO ... -0.4065 Eh
Gap between HOMO and LUMO ... 4.712 eV
ΔE to the lowest compared entry with this formula, charge and spin ... 1.4825 eV

=====

[2]
DFT (ωB97M-V with the def2-TZVPD basis set) results for a molecular structure, C18H20BF4NO4SnTe2.

ORCA input file:
```
! RIJCOSX wB97M-V def2-TZVPD def2/J DEFGRID3
* xyz -2 1
C 1.20 1.98 -1.33
H -3.26 -4.24 2.37
C -0.87 4.54 2.54
F 3.48 -1.12 -0.29
H 2.80 7.23 -0.07
O -3.56 -1.08 -2.80
C -2.11 -2.84 1.27
C 0.15 3.24 0.61
H 2.72 -3.55 0.73
F 3.73 -2.98 -1.60
H 1.80 2.17 -2.21
C -2.97 -2.01 -0.71
C -0.03 4.46 1.30
C 0.59 5.61 0.84
Sn 0.04 -0.92 -0.22
B 3.77 -1.56 -1.59
C 2.05 6.88 -0.78
C -0.54 -5.52 -0.64
C -0.88 -2.85 2.18
H -4.89 -2.68 -1.33
O -0.01 -2.00 1.87
C 1.55 4.41 -0.97
H -1.07 -5.06 0.20
O -0.86 -3.68 3.09
Te 1.13 -4.30 -1.23
F 2.81 -1.07 -2.48
H 2.17 4.39 -1.86
C -3.23 -3.62 1.49
H -1.92 4.32 2.32
Te -0.83 1.52 1.34
H -5.15 -4.17 0.69
C 0.95 3.23 -0.54
H 1.32 7.69 -0.90
C -2.71 -1.10 -1.91
H -1.21 -5.60 -1.49
H 0.45 6.54 1.39
N -2.00 -2.06 0.20
C 2.07 -4.42 0.67
H 2.66 -5.33 0.74
C -4.13 -2.76 -0.56
C -4.26 -3.57 0.56
H -0.81 5.53 2.99
H -0.56 3.79 3.28
H 1.31 -4.37 1.44
H -0.20 -6.51 -0.35
H 1.72 1.23 -0.72
C 1.38 5.61 -0.30
H 0.25 1.53 -1.65
O -1.61 -0.48 -1.84
H 2.53 6.72 -1.74
F 5.05 -1.14 -1.98
*
```

Results
Calculated total energy ... -2228.71110 hartree
HOMO ... -0.0652 Eh
Gap between HOMO and LUMO ... 5.894 eV
ΔE to the lowest compared entry with this formula, charge and spin ... 0.6865 eV

=====

[3]
DFT (ωB97M-V with the def2-TZVPD basis set) results for a molecular structure, C18H20Cl5F5NO2PdSiTe.

ORCA input file:
```
! RIJCOSX wB97M-V def2-TZVPD def2/J DEFGRID3
* xyz -1 1
C -0.79 -1.38 4.46
H -3.10 -0.55 3.62
H -1.55 -0.94 5.10
C -5.06 -1.98 1.26
F -0.46 2.61 -2.63
H 0.33 -2.35 -3.29
Pd -0.23 0.33 0.06
Cl 1.91 5.34 1.51
H -2.35 -1.08 -0.56
C -4.62 -1.53 2.50
Cl -0.91 6.66 1.47
F 1.88 2.08 -3.70
H 1.62 -4.40 -1.64
C -4.22 -1.81 0.17
C -0.45 2.25 0.48
C -2.97 -1.23 0.31
H 2.17 -0.78 3.47
C -1.85 4.23 0.74
H -0.80 2.15 3.52
N -1.26 -0.20 1.71
Cl -3.08 1.96 -0.02
H -1.18 -2.32 4.07
H -1.18 -2.05 -2.40
O 0.23 -1.83 -0.30
C 0.50 -2.60 -1.19
Cl 2.23 2.34 0.80
F -0.27 1.49 -4.89
C 0.65 3.04 0.79
C 1.48 -0.93 2.63
O 1.06 0.58 -1.60
C -3.38 -0.94 2.65
H 2.56 -2.91 -1.46
F 1.16 -0.40 -4.09
H -5.27 -1.63 3.37
H 1.91 -3.69 -0.01
C 0.52 4.39 1.10
C 0.01 1.49 3.83
H -0.58 -3.72 -2.65
F -1.21 0.11 -3.02
Te 0.40 1.07 -3.20
H 1.92 -0.47 1.75
C 1.71 -3.48 -1.06
Si -0.21 -0.23 3.08
C -0.30 -2.69 -2.45
H 1.39 -2.00 2.45
C -2.50 -0.79 1.56
H -4.54 -2.12 -0.82
H 0.95 1.95 3.54
Cl -3.40 4.96 0.70
H -0.01 1.43 4.92
C -0.73 4.99 1.08
C -1.69 2.88 0.44
H -6.04 -2.44 1.15
H 0.08 -1.61 5.09
*
```

Results
Calculated total energy ... -4389.01877 hartree
HOMO ... -0.1668 Eh
Gap between HOMO and LUMO ... 6.740 eV
ΔE to the lowest compared entry with this formula, charge and spin ... 0.0585 eV

=====

[4]
DFT (ωB97M-V with the def2-TZVPD basis set) results for a single C18H20F2N6O molecule in a non-equilibrium geometry.

ORCA input file:
```
! RIJCOSX wB97M-V def2-TZVPD def2/J DEFGRID3
* xyz 0 1
C -2.45 0.65 -3.14
C -2.34 -2.48 -0.14
F -3.16 2.66 -1.15
H 1.70 1.53 -1.05
N -1.37 -3.03 1.98
H 3.29 2.06 -1.62
H 2.89 2.99 2.02
C 2.58 2.08 2.52
H 2.41 3.00 -0.41
H -1.68 0.20 -5.80
C 1.55 0.02 1.64
C 1.29 -0.86 0.58
C 0.36 -1.88 0.70
H -3.44 0.13 -5.74
C 3.59 1.73 3.61
C -0.38 -2.04 1.86
H 1.60 2.27 2.97
H -2.51 -1.37 -5.88
C -2.41 -1.86 -2.14
C -2.33 -3.35 1.08
C 2.63 1.99 -0.75
H -0.65 -1.32 3.86
H 0.21 -2.56 -0.13
H -2.46 1.63 -3.58
H 4.22 1.69 0.67
F -1.08 2.18 -0.81
C 3.30 1.19 0.36
H 1.81 -0.77 -0.36
N -2.36 -2.94 -1.39
H 3.59 0.20 -0.01
H 3.65 2.53 4.34
N -2.44 -1.72 -3.45
C -0.11 -1.19 2.93
H 3.31 0.81 4.12
C -2.48 -0.51 -3.95
C 0.84 -0.19 2.83
C -2.42 0.51 -1.78
H 1.01 0.42 3.69
C -2.33 1.65 -0.80
H -2.56 1.33 0.23
H 4.58 1.58 3.18
C -2.53 -0.39 -5.44
N -2.42 -0.74 -1.28
H -1.44 -3.51 2.87
N 2.46 1.04 1.52
O -3.13 -4.23 1.26
N -2.39 -1.15 -0.03
*
```

Results
Calculated total energy ... -1301.44109 hartree
HOMO ... -0.2713 Eh
Gap between HOMO and LUMO ... 7.117 eV
SMILES ... CCN(CC)c1ccc(NC(=O)c2nc3nc(C)cc(C(F)F)n3n2)cc1

=====

[5]
DFT (ωB97M-V with the def2-TZVPD basis set) results for a molecular structure, C18H20FeIN8O2 in a non-equilibrium geometry.

ORCA input file:
```
! RIJCOSX wB97M-V def2-TZVPD def2/J DEFGRID3
* xyz 2 2
H 0.71 4.08 -1.46
N -2.51 -1.92 0.22
N -0.20 0.87 -1.37
Fe -1.04 -0.64 -0.39
N -2.18 -2.77 1.26
H -3.47 2.67 2.72
C 2.95 -0.88 0.63
C -0.11 2.17 -1.03
C 4.38 0.89 -0.20
H -5.70 -2.41 -0.32
C -2.72 2.03 2.30
H -3.75 1.15 0.52
C 0.66 3.05 -1.76
O -3.02 -3.40 1.86
N 0.49 -0.61 0.75
C -0.84 0.90 1.90
C 0.37 0.18 1.78
C -3.75 -1.86 -0.27
C 1.29 1.24 -3.21
N -1.74 0.58 0.90
H 1.98 3.26 -3.44
H -0.99 2.25 3.66
C 0.49 0.43 -2.43
C 3.12 0.30 -0.09
H -2.77 0.63 -1.74
C 1.61 -1.56 0.74
N -4.81 -2.51 0.14
N -2.64 -0.38 -1.74
H -2.43 -0.68 -2.69
C 5.31 -0.88 1.13
O -0.99 -2.77 1.47
H 1.83 0.84 -4.05
C -2.88 1.24 1.15
H 6.16 -1.35 1.62
H -4.73 -3.13 0.94
H 6.45 0.74 0.32
C 5.47 0.29 0.41
H -0.68 2.48 -0.16
C 4.05 -1.46 1.25
N -3.84 -1.00 -1.31
H 1.57 -2.16 1.65
C 1.37 2.58 -2.86
H 4.50 1.81 -0.74
I 0.31 -1.63 -2.69
C -1.43 1.82 2.78
H 3.93 -2.37 1.82
H -4.68 -0.88 -1.85
H 1.17 0.24 2.51
H 1.45 -2.26 -0.08
H 2.26 0.80 -0.53
*
```

Results
Calculated total energy ... -2847.19866 hartree
HOMO (alpha / beta) ... -0.5144 / -0.5153 Eh
Gap between HOMO and LUMO (alpha / beta) ... 6.968 / 6.452 eV

=====

[6]
DFT (ωB97M-V with the def2-TZVPD basis set) results for a single C18H20N2O molecule.

ORCA input file:
```
! RIJCOSX wB97M-V def2-TZVPD def2/J DEFGRID3
* xyz 0 1
C 2.15 -1.40 -1.34
H -5.51 1.19 0.37
H 0.80 1.53 2.34
O -1.49 -3.16 -0.43
C -0.51 3.23 -0.26
C 3.10 -0.49 -0.55
H 2.74 -2.14 -1.87
H -0.89 3.22 1.85
H -0.04 -0.37 -0.24
H 3.55 0.25 -1.21
H -1.64 0.63 -1.36
C -2.47 -1.00 -0.22
H 0.93 -0.56 2.03
C 1.20 1.72 -1.00
C -3.59 -1.40 0.50
N -0.12 -1.36 -0.40
H -1.25 3.99 -0.47
C -4.63 0.59 0.18
H 2.66 -2.78 0.90
H 3.91 -1.10 -0.15
H 2.58 -0.99 2.47
N -4.64 -0.62 0.70
C 0.26 2.69 -1.28
C -1.33 -1.96 -0.36
H 1.60 -0.83 -2.10
C 1.89 -0.88 1.63
C 2.43 0.20 0.65
C 0.64 1.83 1.31
C -3.57 1.09 -0.56
C 1.13 -2.10 -0.44
C -2.47 0.28 -0.77
C 1.71 -2.25 0.97
C 1.40 1.25 0.29
H 1.80 1.34 -1.82
H 0.87 -3.09 -0.84
H 3.23 0.75 1.18
H -3.64 -2.39 0.93
C -0.31 2.80 1.04
H -3.61 2.09 -0.98
H 0.13 3.04 -2.29
H 1.03 -2.85 1.58
*
```

Results
Calculated total energy ... -882.68990 hartree
HOMO ... -0.3472 Eh
Gap between HOMO and LUMO ... 10.116 eV
ΔE to the lowest compared entry with this formula, charge and spin ... 0.3172 eV
SMILES ... O=C(N[C@H]1CC[C@@H](c2ccccc2)CC1)c1cccnc1

=====

[7]
DFT (ωB97M-V with the def2-TZVPD basis set) results for 2 unconnected molecules or ions with the total composition C18H20N2O2 in a non-equilibrium geometry.

ORCA input file:
```
! RIJCOSX wB97M-V def2-TZVPD def2/J DEFGRID3
* xyz 0 1
C 2.39 0.14 0.08
H -0.07 -1.75 -2.66
H 0.84 -1.75 -4.61
C -0.19 1.52 -2.20
H 0.31 2.35 -2.44
C 1.44 -0.31 2.23
C -1.18 1.57 -1.21
H -4.63 0.79 0.93
C 2.70 -1.67 -3.45
H 2.19 3.25 2.02
C -4.10 0.92 0.00
C -2.83 0.37 0.21
H 1.49 -1.63 0.64
C 1.63 -0.82 -4.18
H 2.92 -0.06 -0.78
H -1.64 2.36 -0.87
H 2.11 -0.46 -5.27
H 3.04 2.28 -0.09
H 3.60 -1.09 -3.15
C 2.64 1.67 0.47
O 1.05 0.35 -3.55
C -0.19 -0.81 -2.19
H 0.76 -2.26 2.87
H -3.99 1.81 -0.36
H 2.28 -2.21 -2.73
H 1.23 1.24 3.53
H 3.02 -2.53 -4.23
C 0.25 0.25 -2.65
C -1.60 0.10 -0.77
N -1.40 -0.62 1.83
N -2.39 -0.01 1.61
C 0.75 -1.20 3.23
H -4.63 0.16 -0.75
O -1.53 -0.94 4.04
C -1.22 -0.99 -1.31
C 2.16 1.83 1.63
C -0.87 -0.70 3.11
C 1.67 -0.57 1.04
H -1.97 -1.91 -0.99
H -0.71 -0.53 1.07
H 1.01 -1.18 4.11
C 1.48 1.03 2.58
*
```

Results
Calculated total energy ... -957.33184 hartree
HOMO ... -0.2718 Eh
Gap between HOMO and LUMO ... 7.822 eV
ΔE to the lowest compared entry with this formula, charge and spin ... 17.1844 eV

=====

[8]
DFT (ωB97M-V with the def2-TZVPD basis set) results for a single C18H20N2O2 molecule.

ORCA input file:
```
! RIJCOSX wB97M-V def2-TZVPD def2/J DEFGRID3
* xyz 0 1
H -5.10 -3.30 0.79
C -2.86 0.51 -0.26
C -5.29 -0.71 0.29
H -3.35 -3.43 0.53
H 6.63 -0.89 -0.09
H 1.04 1.05 -0.17
N -1.43 2.43 -0.39
C 3.50 0.38 0.21
H 3.19 -3.92 -1.17
H -1.98 -1.34 0.31
C -0.22 3.19 -0.66
H 5.33 -2.93 -0.54
O 3.53 2.65 0.93
C -4.05 1.21 -0.45
C -4.11 -1.43 0.48
C 2.88 1.71 0.51
C -4.14 -2.83 0.99
H 0.35 3.08 1.43
H 5.44 1.24 0.40
H 1.70 -2.98 -1.07
H -4.04 2.21 -0.85
C -5.26 0.60 -0.18
H -6.18 1.13 -0.33
C 4.82 -2.00 -0.33
C -1.52 1.09 -0.56
H 2.39 -3.70 0.38
C -2.91 -0.81 0.19
H -3.98 -2.84 2.07
C 3.43 -1.97 -0.32
O -0.58 0.40 -0.92
N 1.55 1.80 0.28
C 2.78 -0.78 -0.04
C 0.84 3.04 0.44
C 2.63 -3.22 -0.57
H -2.19 2.91 0.06
H 1.70 -0.77 -0.03
H -6.24 -1.17 0.51
H 0.20 2.83 -1.60
H 1.57 3.85 0.39
H -0.50 4.24 -0.76
C 5.55 -0.86 -0.07
C 4.90 0.33 0.20
*
```

Results
Calculated total energy ... -957.96335 hartree
HOMO ... -0.3263 Eh
Gap between HOMO and LUMO ... 9.406 eV
ΔE to the lowest compared entry with this formula, charge and spin ... 0.0000 eV
SMILES ... Cc1cccc(C(=O)NCCNC(=O)c2cccc(C)c2)c1